No. 1
Molecular formula: C27H35N4O5SiW
Method: DFT, ωB97M-V/def2-TZVPD

Each line ends with the Mulliken charge.
Element x y z (Å)
W 0.401 -0.022 0.497  1.4230
Si 2.953 0.507 2.972  -0.5909
O -2.999 0.575 2.619  -0.4183
O -1.292 0.644 1.141  -0.8144
O 1.075 -1.664 -0.277  -0.6024
O 1.426 0.150 1.879  2.3005
O 1.346 -3.901 -0.350  -0.4237
N -0.331 0.292 -1.627  -0.6684
N 0.326 2.210 0.190  -0.5269
N 2.242 0.458 -0.722  -0.2649
N -0.764 -1.689 1.263  -0.0839
C -0.130 2.694 -1.151  -0.4798
C -2.168 0.003 2.020  -0.2038
C 0.753 0.020 -2.628  -0.6304
C 3.006 2.065 5.248  -0.5798
C -0.994 -4.020 1.621  -0.7322
C -1.836 -1.448 2.022  0.8846
C 3.916 -1.948 1.898  -1.0981
C 0.774 -2.970 0.082  -0.1590
C 0.783 1.349 4.635  -0.0595
C 2.055 0.666 -2.190  -0.6771
C 3.807 1.642 1.780  0.2186
C 0.267 2.003 5.741  -0.7680
C -2.530 -2.461 2.644  -0.6378
C 2.159 1.371 4.374  0.7566
C 3.562 -1.239 3.211  1.8887
C 3.181 2.878 1.524  -0.7976
C 3.727 3.786 0.626  -0.4668
C 1.121 2.678 6.605  -0.6507
C -2.089 -3.770 2.447  -0.5265
C 2.463 -2.028 3.943  -1.5828
C 5.031 1.379 1.162  0.0669
C -1.004 1.625 -1.772  -0.6412
C 4.931 3.484 -0.010  -0.7124
C -0.359 -2.941 1.047  0.8694
C 4.806 -1.152 4.119  -1.8286
C 2.487 2.708 6.362  -0.7733
C 5.590 2.297 0.275  -0.9293
H 5.649 -0.656 3.631  0.3752
H -1.049 -0.415 -1.794  0.3828
H -3.395 -2.226 3.251  0.5914
H 5.375 4.198 -0.692  0.4949
H -0.642 -5.023 1.412  0.6119
H 4.075 2.114 5.066  0.4621
H 3.147 3.237 7.037  0.4735
H 2.779 -0.401 -0.592  0.5225
H 0.869 -1.059 -2.683  0.3542
H 4.592 -0.630 5.056  0.4076
H 0.449 0.380 -3.611  0.5048
H 0.741 2.909 -1.760  0.1534
H 0.110 0.805 3.980  0.2098
H 2.075 1.731 -2.393  0.2561
H -1.195 1.838 -2.823  0.4734
H -0.797 1.984 5.939  0.4944
H 2.237 -1.602 4.922  0.3864
H 5.568 0.462 1.368  0.3301
H 0.718 3.184 7.472  0.4365
H 3.067 -1.987 1.210  -0.0495
H 2.800 -3.056 4.096  0.5752
H 6.548 2.087 -0.183  0.5362
H -0.676 3.629 -1.036  0.5446
H -1.960 1.563 -1.255  0.4062
H 4.752 -1.484 1.375  0.2118
H -2.611 -4.594 2.918  0.5173
H -0.391 2.473 0.866  0.5232
H 3.256 4.748 0.464  0.5605
H 2.893 0.231 -2.733  0.5530
H 5.130 -2.162 4.381  0.5082
H 2.323 3.170 2.126  0.9267
H 4.204 -2.981 2.104  0.5983
H 1.528 -2.070 3.369  0.1003
H 2.820 1.196 -0.306  -0.3136
H 1.184 2.685 0.484  -0.1988

Cartesian forces, eV/Å:
W -0.30 -0.40 -0.52
Si -0.09 -0.14 0.01
O -0.04 0.03 0.00
O 0.12 0.10 0.00
O 0.00 0.14 -0.06
O 0.24 0.22 0.13
O 0.04 0.00 -0.02
N -0.02 0.07 0.13
N -0.13 -0.05 0.06
N -0.01 -0.05 0.09
N -0.06 -0.07 0.06
C 0.05 -0.03 0.03
C -0.03 -0.10 0.01
C 0.00 -0.02 0.01
C -0.03 0.05 0.00
C -0.03 -0.06 0.02
C 0.03 0.10 -0.06
C -0.01 0.04 0.01
C -0.05 -0.10 0.09
C 0.09 -0.02 0.04
C -0.02 0.04 0.01
C 0.07 0.12 0.19
C -0.02 -0.02 -0.02
C -0.03 -0.04 0.04
C 0.00 0.03 -0.06
C 0.04 0.01 0.01
C 0.16 0.08 0.15
C 0.01 -0.03 0.00
C 0.01 0.01 0.02
C 0.00 0.00 0.00
C 0.01 0.04 0.01
C -0.06 -0.05 -0.16
C 0.03 0.00 -0.02
C -0.03 0.02 -0.02
C 0.04 0.09 -0.07
C 0.01 0.01 0.01
C -0.01 0.01 0.00
C -0.01 -0.04 -0.02
H -0.03 0.01 0.01
H -0.03 0.00 -0.02
H 0.00 -0.01 0.00
H 0.00 0.00 0.01
H 0.00 0.00 0.01
H -0.01 0.00 0.00
H 0.00 0.00 0.00
H 0.06 0.02 0.04
H -0.01 -0.01 -0.03
H 0.01 -0.01 0.00
H 0.00 0.01 -0.01
H 0.01 0.06 0.02
H -0.05 -0.01 0.00
H 0.04 0.00 0.00
H -0.01 0.00 -0.01
H 0.00 0.00 0.00
H -0.02 0.00 -0.01
H 0.01 0.03 0.02
H 0.00 0.00 0.00
H -0.03 -0.04 -0.01
H 0.00 0.01 0.01
H 0.00 0.01 0.01
H -0.06 -0.02 -0.01
H -0.02 0.00 0.00
H 0.02 0.00 0.01
H 0.00 0.00 0.00
H 0.08 0.05 0.09
H 0.01 0.00 0.00
H -0.02 -0.04 -0.01
H 0.01 0.01 -0.01
H -0.04 -0.01 -0.03
H 0.00 0.00 0.00
H 0.00 -0.02 -0.01
H -0.05 0.04 -0.05
H 0.09 -0.03 -0.12

## Properties
* frontier orbital gap: 5.56 eV
* energy relative to the best compared isomer or geometry (same formula, charge and spin): 0.0 kcal per mole
* HOMO energy: -16.8 eV
* energy: -54447.8235 eV
* molar mass: 707.53 g mol⁻¹
* charge: +3

---

No. 2
Molecular formula: C27H35N5O3P2Pb
Method: DFT, ωB97M-V/def2-TZVPD

Each line ends with the Mulliken charge.
Element x y z (Å)
Pb 0.199 2.212 1.491  1.1345
P 1.839 -0.473 1.342  0.1438
P -1.601 -1.176 1.572  -0.2478
O -1.381 1.911 3.701  -0.5224
O -0.596 -0.102 2.771  -0.3414
O -1.670 0.052 4.810  -0.6080
N 3.119 0.719 0.408  0.6151
N -1.312 0.675 3.858  0.7236
N -3.008 -2.059 1.745  0.6366
N -2.403 0.213 0.828  0.5572
N 3.064 -1.698 1.505  0.5608
C 3.861 0.553 -0.749  -0.5403
C -4.487 -3.244 2.950  -0.7046
C 4.591 1.726 -1.010  -0.7707
C -1.939 1.713 -3.545  -0.0975
C -2.790 0.376 -0.495  -0.2781
C -3.294 -2.568 3.018  -0.2548
C -3.311 1.653 -0.700  -0.7847
C 0.365 -0.212 -3.758  -1.3684
C 4.228 2.665 0.002  -0.8952
C 1.249 1.789 3.645  -1.3421
C 4.096 -1.534 2.453  -0.5507
C -4.986 -3.127 1.606  -0.5950
C 0.861 0.601 -2.553  0.6835
C 4.617 -2.792 2.767  -0.5254
C 0.464 2.674 -3.678  -1.1717
C -0.495 -1.929 0.314  -1.4524
C 0.712 1.914 -2.413  0.0584
C -4.069 -2.396 0.873  -0.3521
C -3.191 2.350 0.537  -1.1811
C 3.881 -3.772 2.009  -0.6764
C -2.089 0.403 -3.466  -0.4904
C 3.364 2.008 0.866  -0.4407
C 0.821 -1.183 0.008  0.5580
C 2.963 -3.075 1.230  -0.3930
C -2.737 1.430 1.484  -1.1494
C -1.100 -0.569 -3.999  -1.0327
C -0.892 2.407 -4.374  -0.6595
H -2.514 -0.372 -1.201  0.4137
H -0.999 -1.974 -0.670  0.3368
H 4.556 3.695 0.102  0.4543
H -0.738 1.804 -5.292  0.2522
H 0.929 2.461 -1.512  0.3592
H -2.620 2.429 -3.064  0.1970
H -1.247 -0.685 -5.097  0.3457
H 4.322 -0.541 2.819  0.3803
H 1.559 0.023 -1.929  0.0116
H -1.319 3.404 -4.617  0.4187
H 1.218 2.393 -4.463  0.2713
H -5.893 -3.536 1.231  0.4666
H -4.963 -3.726 3.769  0.4683
H -3.054 -0.021 -3.125  0.9563
H 2.218 -3.416 0.541  0.4023
H -1.344 -1.536 -3.529  0.3645
H -2.589 -2.358 3.813  0.3543
H -3.370 3.399 0.747  0.4913
H 0.682 2.434 4.352  0.3853
H 5.288 1.884 -1.818  0.4523
H 5.396 -2.983 3.496  0.4263
H 2.301 2.065 3.495  0.5480
H -3.796 2.005 -1.604  0.8682
H 3.850 -0.383 -1.294  0.5431
H 2.945 2.349 1.803  0.3412
H 0.541 3.756 -3.501  0.3456
H 1.436 -1.851 -0.616  1.4605
H 0.882 -1.178 -3.644  0.3319
H 4.032 -4.843 2.011  0.4222
H 0.494 -0.313 -0.583  -1.6449
H -0.357 -3.003 0.543  0.3412
H 0.776 0.258 -4.686  0.4542
H 1.287 0.773 4.070  0.2766
H -2.792 1.506 2.546  0.9143
H -4.058 -2.049 -0.154  0.3442

Cartesian forces, eV/Å:
Pb 0.16 -1.28 2.20
P 2.80 0.87 -1.00
P -0.69 -2.07 0.04
O -0.89 -0.90 0.34
O -0.59 4.72 3.89
O -0.70 -0.08 -0.41
N -1.11 -0.62 0.00
N 4.06 0.20 -0.56
N -2.10 -1.66 -1.02
N -0.21 1.47 -0.63
N 0.43 -0.88 0.87
C 0.50 0.79 0.19
C 0.55 0.68 -0.60
C -1.15 -0.81 0.64
C -0.33 1.18 -0.13
C 0.15 0.95 0.75
C -0.39 -0.25 -0.92
C 0.40 -0.74 0.46
C 2.02 -0.02 -0.33
C -0.23 -0.66 0.18
C 0.47 0.90 -0.30
C -0.27 -1.56 -0.12
C 1.30 0.62 -0.06
C 0.17 -1.05 -0.21
C -0.91 1.14 -0.47
C -0.35 0.71 -0.78
C -1.04 -0.27 -1.94
C 0.47 -0.41 -1.15
C 0.11 -0.37 1.34
C -0.02 -1.20 0.53
C -0.44 1.32 -0.64
C -1.23 0.06 -0.40
C -0.19 0.24 -0.35
C -0.24 -0.29 -0.16
C 0.61 0.21 1.15
C -0.04 -0.32 -1.63
C -0.59 -0.25 -0.12
C -0.41 0.18 -0.04
H -0.17 -0.32 -0.22
H 0.19 -0.05 -0.12
H 0.04 -0.33 0.04
H -0.07 0.58 0.34
H 0.60 0.01 0.17
H 0.08 -0.72 -0.35
H 0.08 -0.16 0.59
H 0.06 -0.20 -0.02
H -0.95 0.58 0.01
H 0.22 -0.74 -0.36
H -0.23 0.39 1.03
H -0.53 -0.21 -0.19
H -0.29 -0.27 0.39
H 0.77 0.37 0.19
H -0.10 -0.24 -0.09
H 0.27 0.16 -0.30
H -0.26 -0.18 -0.08
H -0.44 -0.32 -0.03
H 0.95 -0.16 -0.40
H -0.11 -0.07 -0.03
H -0.09 0.06 -0.25
H -0.24 0.39 0.64
H 0.41 -0.04 0.25
H 0.02 0.11 0.14
H 0.20 -0.08 -0.21
H 0.17 -0.32 -0.01
H -0.18 0.49 -0.13
H 0.01 0.26 -0.40
H -0.03 0.17 -0.05
H 0.36 -0.28 0.31
H -0.05 0.66 0.59
H -0.19 -0.32 0.56
H -0.41 0.27 -0.66
H -0.08 0.10 -0.24
H -0.08 -0.17 0.27

## Properties
* frontier orbital gap (spin up / spin down): 4.30 / 4.30 eV
* energy relative to the best compared isomer or geometry (same formula, charge and spin): 154.6 kcal per mole
* HOMO energy (spin up / spin down): -5.7 / -5.7 eV
* energy: -65972.0578 eV
* molar mass: 746.76 g mol⁻¹
* charge: 0

---

No. 3
Molecular formula: C27H35N5O6
Method: DFT, ωB97M-V/def2-TZVPD

Each line ends with the Mulliken charge.
Element x y z (Å)
O -1.154 -0.684 3.431  -0.5114
O -3.898 -0.519 2.844  -0.6437
O 1.270 -2.740 0.051  -0.1998
O -5.506 -0.509 0.514  -0.6931
O 6.660 0.775 -2.320  -0.6071
O -3.492 1.198 -3.173  -0.6431
N 5.348 -1.117 -0.728  -0.9224
N 0.393 -1.753 -0.378  -0.3631
N -4.665 0.164 -1.501  0.2964
N 4.681 -2.208 -0.791  -0.7642
N 4.503 -0.091 -0.721  1.0805
C -1.596 -0.511 -0.140  1.6539
C 2.300 -2.971 -0.909  0.7303
C 2.867 -4.355 -0.625  -1.5148
C -5.564 -0.595 -2.348  -0.7036
C 4.809 1.777 0.825  -1.4014
C -4.704 0.125 -0.134  0.2365
C 2.686 3.105 0.855  -0.4762
C -2.435 0.101 0.980  1.3893
C -6.829 0.196 -2.654  -1.1349
C -3.569 0.978 0.399  -0.5676
C -1.599 1.927 -0.937  -1.1870
C -3.111 1.777 -0.823  0.1003
C 2.689 0.957 1.914  -0.2265
C -1.812 -1.647 2.641  -0.1316
C 0.704 2.298 1.933  -0.5906
C -0.886 0.574 -0.972  0.1432
C 6.439 1.339 -1.061  -0.8669
C 1.363 1.128 2.272  -0.4355
C 4.962 1.272 -0.622  0.3202
C -0.820 -2.266 1.663  -1.0824
C 1.363 3.283 1.216  -0.7345
C 3.364 -1.921 -0.830  -0.4433
C 3.235 -0.546 -0.792  -0.4222
C 3.367 1.947 1.213  0.5500
C -3.724 1.048 -2.005  0.0956
C -2.987 -1.012 1.888  -1.1252
C -0.596 -1.517 0.380  -0.7581
H 3.685 -4.557 -1.309  0.4189
H 4.348 1.879 -1.298  0.4172
H 2.377 0.090 -0.813  0.9456
H 0.123 0.705 -0.582  -0.8636
H -5.024 -0.823 -3.270  0.3853
H -1.793 0.736 1.596  -0.2590
H 3.206 0.049 2.193  0.3786
H 0.148 -2.370 2.161  0.3819
H -3.461 -1.793 1.275  0.4392
H 5.299 1.064 1.492  0.4267
H -7.486 -0.392 -3.289  0.3933
H 1.847 -2.937 -1.912  0.2978
H 0.842 0.358 2.819  0.4539
H -0.319 2.449 2.244  0.6053
H -3.563 2.777 -0.815  0.4483
H -1.149 -3.276 1.400  0.4966
H -6.579 1.120 -3.171  0.3055
H 3.203 3.878 0.304  0.4358
H -3.950 1.613 1.203  0.6393
H 0.852 4.196 0.947  0.4327
H -2.277 -1.071 -0.797  -0.1663
H 6.734 2.389 -1.136  0.4171
H -1.246 2.511 -0.086  0.0315
H 5.327 2.734 0.904  0.4860
H -7.356 0.435 -1.733  0.2975
H -4.762 -0.448 2.411  0.5132
H 2.091 -5.106 -0.741  0.3989
H -0.797 0.222 -1.999  0.5049
H 6.548 -0.183 -2.233  0.4084
H -1.834 -0.242 3.954  0.4316
H -5.811 -1.519 -1.820  0.3804
H 7.055 0.848 -0.297  0.3216
H 3.246 -4.387 0.392  0.3689
H -2.213 -2.435 3.298  0.3573
H -1.366 2.483 -1.846  0.6237

Cartesian forces, eV/Å:
O 0.18 0.29 0.19
O -0.06 0.06 0.24
O -0.63 -0.08 0.64
O -0.29 -0.23 0.13
O 0.03 -0.13 -0.41
O 0.06 0.03 -0.26
N 1.14 0.50 0.12
N 0.42 0.27 -0.81
N -0.26 -0.31 -0.20
N -0.23 -0.67 0.00
N -0.93 -0.53 -0.19
C 0.19 0.22 -0.03
C 0.12 -0.15 -0.44
C -0.29 0.33 -0.03
C -0.23 -0.08 -0.15
C -0.10 -0.07 -0.28
C 0.29 0.36 0.07
C 0.01 -0.05 0.00
C -0.30 -0.34 0.05
C 0.18 -0.09 0.06
C 0.11 0.06 0.24
C -0.15 -0.14 -0.15
C 0.25 0.30 -0.04
C 0.07 0.10 0.03
C -0.60 -0.43 -0.37
C -0.09 0.00 0.05
C -0.09 0.10 -0.09
C -0.20 -0.03 0.21
C -0.03 -0.06 0.03
C 0.68 0.54 0.15
C 0.13 0.03 0.26
C -0.06 0.09 -0.05
C -0.39 0.66 0.06
C 0.17 -0.51 -0.13
C 0.11 0.03 0.14
C 0.09 0.22 0.32
C 0.58 -0.01 -0.04
C 0.21 -0.46 0.36
H 0.08 -0.06 -0.02
H 0.10 -0.13 0.07
H -0.18 0.18 0.00
H 0.02 -0.02 -0.05
H -0.03 -0.04 0.14
H -0.07 0.03 -0.05
H 0.07 -0.10 0.02
H -0.09 -0.13 0.00
H 0.05 0.05 0.03
H 0.06 0.04 -0.02
H -0.11 -0.02 -0.07
H 0.00 -0.06 0.26
H -0.06 -0.07 0.07
H -0.12 0.00 0.02
H -0.06 -0.12 -0.03
H 0.02 -0.02 0.07
H -0.01 0.07 -0.06
H 0.07 0.11 -0.05
H -0.03 -0.09 -0.13
H -0.05 0.08 -0.01
H -0.01 -0.01 0.04
H -0.08 -0.05 0.14
H -0.01 0.05 -0.01
H 0.05 0.01 0.02
H -0.07 0.02 0.05
H 0.04 -0.01 -0.05
H -0.07 -0.05 -0.03
H 0.09 0.04 -0.02
H 0.05 0.14 0.07
H 0.02 0.00 0.06
H 0.10 0.07 -0.08
H -0.05 0.13 -0.01
H 0.10 -0.05 0.09
H 0.06 0.12 -0.18
H 0.02 0.07 0.06

## Properties
* structure (SMILES): CCN1C(=O)[C@H]2[C@H]3[C@H](O)[C@H](O)C/C(=N\O[C@H](C)c4cn([C@H](CO)Cc5ccccc5)nn4)[C@@H]3CC[C@H]2C1=O
* frontier orbital gap: 9.69 eV
* energy relative to the best compared isomer or geometry (same formula, charge and spin): 0.3 kcal per mole
* HOMO energy: -9.2 eV
* energy: -48302.6821 eV
* molar mass: 525.61 g mol⁻¹
* charge: 0

---

no.,largest force on an atom (Eh/bohr)
1,0.014
2,0.119
3,0.024